# 1
Formula: C7H15AgCl6O5P
Source: OMol25
Level of theory: ωB97M-V/def2-TZVPD

Geometry (Å):
Ag  0.827  0.147  1.084
P  0.764  2.231  2.904
O  1.938  1.320  2.405
O  0.748  3.680  2.478
O  0.252  1.981  4.356
O  -0.308  1.787  1.802
C  -0.914  -2.746  2.483
O  -0.328  -1.485  2.191
H  -1.544  -2.678  3.370
H  -1.593  -3.024  1.677
H  -0.067  -3.431  2.498
Cl  -1.244  0.143  -0.705
C  -2.903  0.815  -1.123
C  -4.077  -0.209  -0.913
Cl  -4.231  -0.550  0.872
H  -2.872  1.114  -2.171
H  -3.200  1.651  -0.490
H  -4.024  -1.056  -1.597
H  -4.979  0.339  -1.187
Cl  2.232  -1.624  -0.187
C  2.286  -3.355  -0.626
C  1.041  -3.835  -1.337
Cl  1.052  -3.115  -2.976
H  2.429  -3.915  0.298
H  3.192  -3.549  -1.200
H  0.162  -3.403  -0.859
H  1.099  -4.917  -1.452
Cl  1.931  1.576  -0.717
C  2.138  3.296  -0.796
C  1.396  3.852  -1.964
Cl  2.209  3.487  -3.462
H  3.204  3.471  -0.940
H  1.870  3.765  0.151
H  1.081  4.888  -1.843
H  0.433  3.346  -2.025

Computed properties:
Multiplicity: 2
Calculated total energy in Ha: -3901.340737
<S²>: 0.759
Charge: -2
Gap between HOMO and LUMO (spin up / spin down) in eV: 4.73 / 4.59
HOMO (spin up / spin down) in eV: -0.52 / -0.38


# 2
Formula: C46H63BrIN9O6PS
Source: OMol25
Level of theory: ωB97M-V/def2-TZVPD

Geometry (Å):
C  2.755  4.188  -0.096
C  3.212  2.827  -0.857
O  2.773  2.881  -2.234
C  2.534  1.566  -2.786
C  1.105  1.665  -3.558
O  0.154  2.250  -2.645
C  -1.125  1.619  -2.645
N  -2.189  2.268  -3.456
N  -1.707  2.602  -4.705
C  -1.354  3.832  -4.865
S  -0.858  5.420  -5.021
C  -3.410  1.415  -3.423
C  -4.781  2.282  -3.640
C  -4.736  3.584  -4.524
C  -4.553  5.003  -3.796
C  -5.395  5.226  -2.469
O  -4.894  5.999  -1.594
O  -6.666  4.670  -2.193
P  -3.381  0.257  -4.996
C  -3.784  1.166  -6.584
O  -1.744  -0.329  -5.228
C  -3.585  0.471  -2.083
C  -3.764  -1.085  -2.346
N  -2.661  -1.917  -2.837
N  -2.851  0.928  -0.816
C  -2.425  -0.151  0.124
C  -1.310  -1.212  -0.125
C  0.018  -1.148  -0.906
C  1.053  -2.287  -1.098
C  0.798  -3.670  -0.466
C  -0.493  -3.798  0.378
C  -1.508  -2.629  0.559
C  -2.739  -3.012  1.515
C  -3.828  1.770  0.018
C  -4.981  1.137  0.878
O  -5.736  0.020  0.363
C  -4.607  0.763  2.429
N  -5.775  1.116  3.302
C  -1.686  1.861  -1.105
Br  -0.261  2.041  0.260
I  -2.108  4.054  -1.307
H  1.605  4.294  -0.058
H  3.200  5.095  -0.657
H  3.182  4.169  0.962
H  2.765  1.962  -0.253
H  4.355  2.773  -0.803
H  3.342  1.277  -3.553
H  2.378  0.754  -1.979
H  0.846  0.641  -3.984
H  1.203  2.393  -4.453
H  -0.976  0.520  -2.901
H  -5.312  2.537  -2.661
H  -5.494  1.532  -4.169
H  -4.007  3.601  -5.411
H  -5.775  3.658  -5.037
H  -4.965  5.782  -4.552
H  -3.440  5.293  -3.698
H  -7.049  5.236  -1.470
H  -3.820  0.379  -7.430
H  -4.844  1.593  -6.489
H  -3.086  2.023  -6.878
H  -1.688  -0.425  -6.207
H  -4.696  0.701  -1.818
H  -4.190  -1.647  -1.421
H  -4.660  -1.226  -3.073
H  -2.509  -2.749  -2.239
H  -1.751  -1.462  -2.939
H  -3.362  -0.804  0.325
H  -2.252  0.275  1.190
H  0.315  -0.165  -1.383
H  2.023  -2.155  -1.705
H  1.493  -4.574  -0.560
H  -0.668  -4.827  0.869
H  -3.691  -3.300  0.926
H  -3.022  -2.068  2.125
H  -2.468  -3.808  2.284
H  -4.404  2.501  -0.667
H  -3.183  2.324  0.803
H  -5.781  1.966  1.046
H  -6.145  -0.460  1.115
H  -3.708  1.406  2.719
H  -4.341  -0.349  2.439
H  -5.755  0.535  4.150
H  -6.665  0.973  2.801
N  1.994  -3.169  3.597
C  1.244  -2.365  2.826
C  0.565  -1.254  3.302
C  0.661  -0.955  4.654
C  1.428  -1.770  5.474
C  2.072  -2.856  4.902
H  1.197  -2.640  1.780
H  -0.025  -0.639  2.632
H  0.143  -0.094  5.064
H  1.524  -1.566  6.533
H  2.686  -3.520  5.501
N  3.607  -5.276  6.924
C  3.256  -6.314  6.145
C  4.013  -7.466  6.011
C  5.204  -7.555  6.718
C  5.592  -6.498  7.528
C  4.763  -5.390  7.598
H  2.319  -6.195  5.611
H  3.680  -8.273  5.371
H  5.823  -8.441  6.637
H  6.515  -6.535  8.092
H  5.021  -4.538  8.220
N  3.798  7.414  -0.490
C  4.572  7.664  0.578
C  5.522  8.672  0.624
C  5.688  9.468  -0.499
C  4.904  9.231  -1.618
C  3.979  8.201  -1.563
H  4.407  7.013  1.431
H  6.116  8.829  1.515
H  6.423  10.266  -0.503
H  5.007  9.833  -2.513
H  3.339  7.979  -2.412
N  5.981  -8.531  3.734
C  6.121  -9.545  2.863
C  6.181  -9.381  1.489
C  6.086  -8.096  0.977
C  5.939  -7.029  1.852
C  5.894  -7.295  3.211
H  6.187  -10.532  3.311
H  6.297  -10.236  0.836
H  6.127  -7.926  -0.093
H  5.862  -6.012  1.486
H  5.783  -6.493  3.935

Computed properties:
Calculated total energy in Ha: -6345.384373
Charge: +1
Gap between HOMO and LUMO in eV: 7.23
HOMO in eV: -10.21


# 3
Formula: C3H8O
Source: OMol25
Level of theory: ωB97M-V/def2-TZVPD

Geometry (Å):
C  0.171  1.966  -0.023
C  -0.296  -0.963  1.439
O  0.445  -1.358  0.443
C  -0.252  -1.632  -0.782
H  -0.260  2.359  -0.947
H  0.416  2.795  0.645
H  1.081  1.403  -0.251
H  -0.551  1.305  0.467
H  0.468  -0.790  2.237
H  -1.325  -1.647  -0.582
H  0.000  -0.842  -1.494
H  0.104  -2.596  -1.152

Computed properties:
Calculated total energy in Ha: -194.213016
Energy above the lowest of the compared OMol25 structures with the same formula, charge and spin in kJ/mol: 322.8
Gap between HOMO and LUMO in eV: 9.55
HOMO in eV: -8.70


What is the calculated total energy in the first record? -3901.340737 Ha